Record 1
Density functional theory data (ωB97M-V/def2-TZVPD) for a cluster of 2 separate species, C3H8N2O2 in total in a non-equilibrium geometry.

ORCA input file:
```
! RIJCOSX wB97M-V def2-TZVPD def2/J DEFGRID3
* xyz 0 1
H 1.563 1.729 0.121
N 0.864 1.383 -0.446
C -0.135 0.892 0.078
C -1.256 0.456 -0.832
O -0.572 0.993 1.394
N -2.047 0.857 1.799
O -2.216 1.050 2.935
H -1.760 -0.472 -0.687
H -2.120 1.135 -0.868
H -0.705 0.387 -1.785
C 1.614 -1.641 -0.287
H 2.072 -2.005 0.618
H 2.430 -2.201 -0.912
H 0.455 -1.884 -0.579
H 1.812 -0.679 -0.550
*
```

Values from the calculation:
* calculated total energy: -10311.25680 eV
* relative energy (zero: lowest compared OMol25 entry of this formula, charge and spin): 131.34 kcal per mole
* gap between HOMO and LUMO: 9.74 eV
* LUMO energy: -0.029 Ha

Record 2
Density functional theory data (ωB97M-V/def2-TZVPD) for an isolated molecule of C3H8N2O2.

ORCA input file:
```
! RIJCOSX wB97M-V def2-TZVPD def2/J DEFGRID3
* xyz 0 1
N 0.924 -1.095 1.804
C 1.297 -0.131 0.919
O 2.170 0.668 1.170
C 0.535 -0.117 -0.407
N -0.676 0.682 -0.319
C -1.874 0.048 -0.766
O -2.068 0.171 -2.176
H 1.271 -0.952 2.740
H 0.085 -1.640 1.664
H 1.213 0.322 -1.139
H 0.312 -1.157 -0.668
H -0.828 1.191 0.544
H -1.898 -1.031 -0.546
H -2.765 0.485 -0.325
H -1.207 0.351 -2.567
*
```

Values from the calculation:
* calculated total energy: -10315.79984 eV
* relative energy (zero: lowest compared OMol25 entry of this formula, charge and spin): 26.58 kcal per mole
* gap between HOMO and LUMO: 10.19 eV
* LUMO energy: 0.025 Ha

Record 3
Density functional theory data (ωB97M-V/def2-TZVPD) for a cluster of 2 separate species, C3H8N2O2 in total.

ORCA input file:
```
! RIJCOSX wB97M-V def2-TZVPD def2/J DEFGRID3
* xyz 0 1
N -1.591 -1.607 -1.669
C -0.723 -0.830 -0.931
O 0.531 -1.115 -1.118
N -1.099 0.128 -0.137
C 0.296 1.209 1.236
C 1.725 0.931 1.146
O 1.548 0.888 -0.237
H -1.173 -2.438 -2.062
H -2.527 -1.726 -1.314
H -2.102 0.277 -0.102
H -0.376 0.632 1.856
H -0.037 2.196 0.942
H 2.035 -0.016 1.611
H 2.400 1.734 1.479
H 1.092 -0.263 -0.701
*
```

Values from the calculation:
* calculated total energy: -10312.94270 eV
* relative energy (zero: lowest compared OMol25 entry of this formula, charge and spin): 92.46 kcal per mole
* gap between HOMO and LUMO: 8.99 eV
* LUMO energy: 0.005 Ha

Record 4
Density functional theory data (ωB97M-V/def2-TZVPD) for the ion C3H8N2O2 with charge +1 in a non-equilibrium geometry.

ORCA input file:
```
! RIJCOSX wB97M-V def2-TZVPD def2/J DEFGRID3
* xyz 1 2
N 0.836 -0.091 1.752
C 0.752 0.056 0.376
C 0.698 -1.291 -0.353
O 0.570 -1.261 -1.750
C -0.701 0.753 -0.009
N -1.575 0.821 0.967
O -0.712 1.263 -1.091
H 0.826 -1.043 2.099
H 1.494 0.457 2.288
H 1.561 0.713 0.053
H -0.164 -1.824 0.086
H 1.562 -1.897 -0.068
H 0.530 -0.331 -2.014
H -2.505 1.198 0.838
H -1.218 0.723 1.912
*
```

Values from the calculation:
* calculated total energy: -10307.05252 eV
* relative energy (zero: lowest compared OMol25 entry of this formula, charge and spin): 23.53 kcal per mole
* gap between HOMO and LUMO (spin up / spin down): 11.54 / 6.28 eV
* LUMO energy (spin up / spin down): -0.127 / -0.318 Ha

Record 5
Density functional theory data (ωB97M-V/def2-TZVPD) for a cluster of 3 separate species, C3H8N2O2 in total in a non-equilibrium geometry.

ORCA input file:
```
! RIJCOSX wB97M-V def2-TZVPD def2/J DEFGRID3
* xyz 1 2
C -1.557 1.054 0.051
C -1.306 -0.230 -0.284
N -0.718 -0.886 0.809
C -0.567 0.064 1.765
N -0.957 1.262 1.325
H -2.147 1.841 -0.440
H -1.641 -0.714 -1.262
H -0.859 -1.821 1.054
H -0.306 0.005 2.757
H 1.981 -2.213 -1.525
H 1.507 -0.972 -0.790
O 2.235 -1.720 -0.747
H 0.742 1.687 -0.664
H 2.187 1.556 -1.200
O 1.406 1.089 -0.849
*
```

Values from the calculation:
* calculated total energy: -10305.93005 eV
* relative energy (zero: lowest compared OMol25 entry of this formula, charge and spin): 49.42 kcal per mole
* gap between HOMO and LUMO (spin up / spin down): 9.84 / 5.29 eV
* LUMO energy (spin up / spin down): -0.166 / -0.333 Ha

Record 6
Density functional theory data (ωB97M-V/def2-TZVPD) for a cluster of 2 separate species, C3H8N2O2P in total in a non-equilibrium geometry.

ORCA input file:
```
! RIJCOSX wB97M-V def2-TZVPD def2/J DEFGRID3
* xyz 1 1
C 0.693 -1.964 1.003
C 1.480 -1.076 0.527
C -0.154 0.465 -0.310
N 0.102 0.577 -1.670
N 0.403 1.704 0.434
O -3.523 -0.804 0.345
O -1.305 0.060 0.107
P -2.887 -0.047 -0.639
H 1.217 -2.884 1.413
H -0.373 -1.811 1.413
H 2.493 -1.090 0.274
H 0.940 0.511 -2.097
H -0.607 0.254 -2.286
H -0.224 2.487 0.009
H 1.293 1.918 0.026
H 0.451 1.700 1.451
*
```

Values from the calculation:
* calculated total energy: -19593.97717 eV
* relative energy (zero: lowest compared OMol25 entry of this formula, charge and spin): 121.19 kcal per mole
* gap between HOMO and LUMO (spin up / spin down): 7.36 / 7.36 eV
* LUMO energy (spin up / spin down): -0.174 / -0.174 Ha

Record 7
Density functional theory data (ωB97M-V/def2-TZVPD) for an isolated molecule of C3H8N2O3S in a non-equilibrium geometry.

ORCA input file:
```
! RIJCOSX wB97M-V def2-TZVPD def2/J DEFGRID3
* xyz 0 1
C 0.027 -0.518 0.688
C 0.446 1.955 0.845
C -0.593 -1.938 -1.149
N 0.293 0.563 1.328
N -0.300 -0.653 -0.544
O 1.298 -1.385 2.706
O -0.061 -3.108 1.631
O -1.184 -1.323 2.561
S 0.067 -1.789 2.042
H 0.705 1.964 -0.259
H -0.527 2.458 0.979
H 1.182 2.483 1.393
H -0.606 -2.697 -0.261
H -0.049 -2.234 -2.090
H -1.654 -2.076 -1.438
H 0.388 0.389 2.351
H -0.452 0.107 -1.329
*
```

Values from the calculation:
* calculated total energy: -23196.74674 eV
* relative energy (zero: lowest compared OMol25 entry of this formula, charge and spin): 54.30 kcal per mole
* gap between HOMO and LUMO: 9.79 eV
* LUMO energy: 0.005 Ha

Record 8
Density functional theory data (ωB97M-V/def2-TZVPD) for an isolated molecule of C3H8N2OS in a non-equilibrium geometry.

ORCA input file:
```
! RIJCOSX wB97M-V def2-TZVPD def2/J DEFGRID3
* xyz 0 1
C -2.704 -0.781 -0.004
O -1.325 -0.909 -0.256
N -0.790 0.359 -0.182
C 0.517 0.345 -0.121
C 1.228 1.667 -0.089
N 1.200 -0.805 -0.038
S 2.917 -1.012 -0.194
H -3.110 -1.809 0.088
H -2.935 -0.235 0.905
H -3.181 -0.291 -0.867
H 2.027 1.729 -0.830
H 1.731 1.791 0.866
H 0.540 2.472 -0.313
H 0.622 -1.628 -0.079
H 3.263 -0.891 1.114
*
```

Values from the calculation:
* calculated total energy: -19101.50841 eV
* relative energy (zero: lowest compared OMol25 entry of this formula, charge and spin): 69.03 kcal per mole
* gap between HOMO and LUMO: 8.99 eV
* LUMO energy: 0.025 Ha

Record 9
Density functional theory data (ωB97M-V/def2-TZVPD) for the ion C3H8N2OS2 with charge +1 in a non-equilibrium geometry.

ORCA input file:
```
! RIJCOSX wB97M-V def2-TZVPD def2/J DEFGRID3
* xyz 1 2
S 2.288 1.098 -1.999
S 1.071 1.346 -0.494
C -0.228 0.154 -0.434
C -0.411 -0.418 0.997
C -1.529 -1.497 0.977
N -2.468 -1.611 0.011
O -1.536 -2.198 1.965
N -0.965 0.598 1.862
H 2.604 -0.220 -2.045
H -0.042 -0.658 -1.143
H -1.137 0.626 -0.796
H 0.485 -0.958 1.321
H -2.313 -1.239 -0.914
H -2.947 -2.500 0.006
H -1.460 0.219 2.656
H -0.369 1.373 2.107
*
```

Values from the calculation:
* calculated total energy: -29930.36115 eV
* relative energy (zero: lowest compared OMol25 entry of this formula, charge and spin): 0.00 kcal per mole
* gap between HOMO and LUMO (spin up / spin down): 8.66 / 4.82 eV
* LUMO energy (spin up / spin down): -0.169 / -0.309 Ha

Record 10
Density functional theory data (ωB97M-V/def2-TZVPD) for an isolated molecule of C3H8N2S in a non-equilibrium geometry.

ORCA input file:
```
! RIJCOSX wB97M-V def2-TZVPD def2/J DEFGRID3
* xyz 0 1
C -1.135 -0.932 -1.063
C -0.118 -0.812 0.108
S -0.817 -0.838 1.739
C 0.796 0.357 -0.099
N 0.620 1.081 -1.090
N 1.560 2.074 -1.252
H -0.611 -1.216 -2.009
H -1.671 -0.038 -1.396
H -1.784 -1.871 -0.996
H 0.402 -1.797 0.158
H -1.682 0.131 1.464
H 1.556 0.432 0.633
H 2.480 1.763 -0.753
H 1.859 2.236 -2.214
*
```

Values from the calculation:
* calculated total energy: -17054.41202 eV
* relative energy (zero: lowest compared OMol25 entry of this formula, charge and spin): 53.46 kcal per mole
* gap between HOMO and LUMO: 9.86 eV
* LUMO energy: 0.035 Ha

Record 11
Density functional theory data (ωB97M-V/def2-TZVPD) for an isolated molecule of C3H8N2S in a non-equilibrium geometry.

ORCA input file:
```
! RIJCOSX wB97M-V def2-TZVPD def2/J DEFGRID3
* xyz 0 1
H 2.875 -1.589 -0.325
N 2.423 -0.700 -0.108
C 1.150 -0.814 -0.470
N 0.248 0.189 -0.343
C 0.605 1.578 -0.070
S -1.303 -0.066 -1.005
C -2.074 -0.603 0.531
H 0.681 -1.757 -0.783
H -0.258 2.172 0.230
H 1.128 2.085 -0.929
H 1.345 1.612 0.734
H -1.964 0.233 1.232
H -1.706 -1.565 0.921
H -3.149 -0.775 0.384
*
```

Values from the calculation:
* calculated total energy: -17055.26617 eV
* relative energy (zero: lowest compared OMol25 entry of this formula, charge and spin): 33.76 kcal per mole
* gap between HOMO and LUMO: 9.62 eV
* LUMO energy: 0.028 Ha

Record 12
Density functional theory data (ωB97M-V/def2-TZVPD) for a cluster of 2 separate species, C3H8N2S in total in a non-equilibrium geometry.

ORCA input file:
```
! RIJCOSX wB97M-V def2-TZVPD def2/J DEFGRID3
* xyz 0 1
C -0.346 1.977 -2.117
N -0.114 0.837 -1.621
S 0.310 0.438 -0.148
C 0.401 1.889 1.001
H -0.380 2.946 -1.475
H -0.429 2.002 -3.180
H -0.477 2.467 1.028
H 1.406 2.284 0.889
H 0.418 1.290 1.886
C -0.194 -3.582 0.964
N 0.227 -2.831 0.037
H -0.804 -3.169 1.794
H 0.031 -4.652 0.834
H -0.050 -1.896 0.107
*
```

Values from the calculation:
* calculated total energy: -17053.53887 eV
* relative energy (zero: lowest compared OMol25 entry of this formula, charge and spin): 73.60 kcal per mole
* gap between HOMO and LUMO: 9.55 eV
* LUMO energy: 0.031 Ha

Record 13
Density functional theory data (ωB97M-V/def2-TZVPD) for a cluster of 2 separate species, C3H8N2S in total in a non-equilibrium geometry.

ORCA input file:
```
! RIJCOSX wB97M-V def2-TZVPD def2/J DEFGRID3
* xyz 0 3
C 0.206 -0.255 1.555
C 1.003 0.979 1.094
C -0.899 -1.481 -2.331
N -1.157 -0.046 1.170
N 0.419 1.309 -0.195
S -1.231 0.801 -0.150
H 0.592 -1.152 1.046
H 0.264 -0.413 2.632
H 0.889 1.793 1.823
H 2.062 0.755 0.963
H -0.547 -0.767 -3.045
H -1.922 -1.787 -2.356
H -0.197 -2.010 -1.727
H 0.518 2.275 -0.480
*
```

Values from the calculation:
* calculated total energy: -17052.06753 eV
* relative energy (zero: lowest compared OMol25 entry of this formula, charge and spin): 0.00 kcal per mole
* gap between HOMO and LUMO (spin up / spin down): 7.76 / 8.84 eV
* LUMO energy (spin up / spin down): 0.030 / -0.007 Ha

Record 14
Density functional theory data (ωB97M-V/def2-TZVPD) for an isolated molecule of C3H8N2S2 in a non-equilibrium geometry.

ORCA input file:
```
! RIJCOSX wB97M-V def2-TZVPD def2/J DEFGRID3
* xyz 0 1
N 1.678 1.676 0.250
N 0.434 1.489 -0.149
C -0.252 0.443 0.044
C 0.419 -0.748 0.765
S 1.636 -1.572 -0.243
C -1.506 0.306 -0.726
S -2.895 -0.366 0.165
H 2.333 0.829 0.297
H 2.048 2.545 -0.086
H 0.926 -0.404 1.648
H -0.394 -1.462 1.030
H 0.819 -2.238 -1.015
H -1.718 1.286 -1.063
H -1.254 -0.255 -1.578
H -2.276 -1.530 0.661
*
```

Values from the calculation:
* calculated total energy: -27889.73462 eV
* relative energy (zero: lowest compared OMol25 entry of this formula, charge and spin): 45.25 kcal per mole
* gap between HOMO and LUMO: 9.09 eV
* LUMO energy: 0.022 Ha

Record 15
Density functional theory data (ωB97M-V/def2-TZVPD) for an isolated molecule of C3H8N2S2 in a non-equilibrium geometry.

ORCA input file:
```
! RIJCOSX wB97M-V def2-TZVPD def2/J DEFGRID3
* xyz 0 1
C 0.502 2.686 -0.420
N -0.312 1.749 0.357
C 0.026 0.524 0.434
C -1.011 -0.462 0.934
S -2.179 -0.850 -0.402
N 1.350 0.110 0.161
S 1.847 -1.455 -0.123
H 1.180 3.239 0.198
H 1.051 2.237 -1.268
H -0.068 3.540 -0.862
H -0.584 -1.368 1.283
H -1.502 0.071 1.755
H -2.440 0.419 -0.745
H 1.966 0.901 0.097
H 1.329 -1.654 -1.381
*
```

Values from the calculation:
* calculated total energy: -27890.37651 eV
* relative energy (zero: lowest compared OMol25 entry of this formula, charge and spin): 30.44 kcal per mole
* gap between HOMO and LUMO: 9.64 eV
* LUMO energy: 0.025 Ha

Record 16
Density functional theory data (ωB97M-V/def2-TZVPD) for an isolated molecule of C3H8N2S3 in a non-equilibrium geometry.

ORCA input file:
```
! RIJCOSX wB97M-V def2-TZVPD def2/J DEFGRID3
* xyz 0 1
C 1.455 2.069 0.072
C -0.227 -0.027 0.614
C -2.522 -1.649 0.574
N 0.986 1.501 -1.082
N 0.910 0.163 -1.031
S 0.421 1.333 1.547
S 3.178 1.735 0.365
S -1.839 0.028 0.070
H 1.261 3.174 0.074
H -0.157 -1.043 1.015
H -3.598 -1.630 0.892
H -1.956 -2.164 1.475
H -2.512 -2.312 -0.225
H 0.124 1.878 -1.662
H 1.811 -0.317 -0.945
H 3.129 2.686 1.351
*
```

Values from the calculation:
* calculated total energy: -38722.93211 eV
* relative energy (zero: lowest compared OMol25 entry of this formula, charge and spin): 67.29 kcal per mole
* gap between HOMO and LUMO: 8.75 eV
* LUMO energy: 0.020 Ha